14
Properties=species:S:1:pos:R:3:forces:R:3 method="wB97M-V/def2-TZVPD" homo_energy_ha=-0.376 total_energy_ha=-324.69641 de_lowest_ev=0.763 smiles="CC(=O)[C@@H](C)C#N"
C -1.8117 -0.7071 0.3557 -0.004 0.012 0.035
C -0.6403 0.0167 -0.3055 0.093 0.010 0.098
C -0.6262 1.4901 -0.2415 0.159 0.536 0.058
N -0.3062 2.5903 -0.0999 -0.555 -0.479 -0.227
C 0.7057 -0.1820 0.4553 0.019 0.042 0.334
O 0.7136 -0.3199 1.6533 -0.018 -0.297 -0.595
C 1.9568 -0.0021 -0.3644 0.094 0.021 -0.017
H -1.7301 -0.6386 1.4429 -0.035 0.077 -0.163
H -2.7775 -0.3089 0.0344 0.178 -0.018 0.020
H -1.7650 -1.7659 0.0784 -0.023 0.192 0.067
H -0.5385 -0.2720 -1.3609 0.044 0.074 0.267
H 2.4464 -0.9740 -0.4662 0.018 0.066 0.011
H 2.6213 0.6729 0.1803 -0.005 -0.156 -0.120
H 1.7516 0.4003 -1.3619 0.034 -0.080 0.233

14
Properties=species:S:1:pos:R:3:forces:R:3 method="wB97M-V/def2-TZVPD" homo_energy_ha=-0.289 total_energy_ha=-324.68200 de_lowest_ev=1.156 smiles=Cc1cocc1N
C -1.7380 0.2453 0.6486 -0.052 0.047 0.011
C -0.4727 -0.3188 0.0652 0.069 -0.179 -0.020
C -0.2332 -1.6427 -0.1447 -0.207 0.038 0.231
O 0.9952 -1.8694 -0.6225 0.184 -0.067 0.436
C 1.6214 -0.6579 -0.6737 0.087 0.078 0.452
C 0.7671 0.3339 -0.2877 0.102 -0.269 0.030
N 1.1281 1.6752 -0.1230 -0.091 0.105 0.030
H -2.5901 0.0939 -0.0220 0.119 0.092 0.071
H -1.6682 1.3160 0.8624 0.071 -0.135 -0.073
H -1.9757 -0.2534 1.5949 0.030 0.103 -0.134
H -0.7592 -2.5352 0.1510 -0.385 0.086 -0.347
H 2.6849 -0.7398 -0.5432 0.228 0.295 -0.726
H 0.3708 2.3432 -0.1013 0.029 -0.189 -0.080
H 1.8586 1.9712 -0.7567 -0.183 -0.004 0.120

14
Properties=species:S:1:pos:R:3:forces:R:3 method="wB97M-V/def2-TZVPD" homo_energy_ha=-0.353 total_energy_ha=-324.60130 de_lowest_ev=3.352
O -3.2599 -0.7673 0.6141 0.164 0.331 0.315
C -2.8553 0.1090 1.3409 -0.146 -0.195 -0.129
N -0.4903 0.6459 0.3756 0.291 -0.288 -0.157
C -0.1291 -0.5041 -0.0073 -0.162 0.203 0.103
C 1.2466 -0.9085 -0.5076 0.020 0.041 0.004
C 2.2118 0.1880 -0.4286 0.320 0.428 0.034
C 2.9346 1.1454 -0.3224 -0.281 -0.419 -0.055
H -3.0938 1.1757 1.1809 -0.034 -0.147 -0.051
H 0.2832 1.3140 0.3008 -0.049 -0.046 0.047
H -0.8762 -1.3049 0.0242 0.113 0.077 -0.047
H -2.2420 -0.1069 2.2360 -0.104 -0.014 -0.093
H 1.5934 -1.7680 0.0804 -0.043 0.130 -0.072
H 1.1526 -1.2668 -1.5410 0.012 0.057 0.132
H 3.5920 1.9826 -0.2326 -0.101 -0.158 -0.030